A) {"formula": "C3H8N3", "method": "ωB97M-V with the def2-TZVPD basis set", "molar_mass_g_mol": 86.1, "total_charge": 1, "orbital_gap_ev": [6.95, 6.99], "homo_ev": [-14.8, -14.8], "species": ["C", "C", "C", "N", "N", "N", "H", "H", "H", "H", "H", "H", "H", "H"], "coordinates": [[2.31627, -0.28862, 0.12197], [0.17130, 0.87333, -0.55169], [-1.41700, -0.89976, 0.34444], [2.03345, -1.40934, -0.25854], [1.47687, 0.74120, 0.37665], [-0.46550, -0.40683, -0.56483], [3.24926, -0.06410, 0.59050], [-0.38480, 1.72520, -0.11653], [0.44031, 1.23237, -1.54006], [-1.63900, -0.08367, 1.04921], [-2.30289, -1.23374, -0.17375], [-1.00194, -1.79830, 0.92493], [1.97485, 1.62235, 0.60774], [-0.60430, -0.86750, -1.41727]], "lowdin_charge": [-0.308, -0.090, -0.069, 0.373, 0.063, -0.033, 0.175, 0.145, 0.132, 0.107, 0.099, 0.132, 0.152, 0.124]}


B) {"formula": "C3H8N3", "method": "ωB97M-V with the def2-TZVPD basis set", "molar_mass_g_mol": 86.1, "total_charge": 1, "orbital_gap_ev": [9.60, 9.59], "homo_ev": [-14.7, -14.7], "species": ["C", "C", "C", "N", "N", "N", "H", "H", "H", "H", "H", "H", "H", "H"], "coordinates": [[0.41609, -0.87467, 0.01681], [-0.63208, 1.48950, 0.02791], [0.73318, 1.63040, 0.52818], [0.23474, 0.35294, 0.16673], [1.42684, -1.70930, 0.00831], [-1.47531, -1.80442, -0.73415], [-1.40654, 1.66169, 0.77906], [-0.79286, 1.93238, -1.06837], [1.35904, 2.02361, -0.15958], [0.95763, 1.91387, 1.49799], [2.32036, -1.26598, -0.03411], [1.07261, -2.54508, -0.43440], [-1.82733, -2.11748, 0.14890], [-1.82335, -0.93180, -1.11213]], "lowdin_charge": [-0.094, -0.033, -0.036, -0.022, 0.208, 0.160, 0.136, 0.189, 0.098, 0.121, 0.137, 0.132, 0.003, 0.001]}


C) {"formula": "C3H8N3", "method": "ωB97M-V with the def2-TZVPD basis set", "molar_mass_g_mol": 86.1, "total_charge": 1, "orbital_gap_ev": [9.34, 8.44], "homo_ev": [-15.0, -14.9], "species": ["C", "C", "C", "N", "N", "N", "H", "H", "H", "H", "H", "H", "H", "H"], "coordinates": [[-1.58489, -0.57585, 0.09535], [-0.28608, -0.51105, -0.72255], [2.10380, 0.30889, 0.21233], [0.11752, 1.49749, 0.56213], [-2.04731, 0.71284, 0.15503], [0.65835, 0.57422, 0.04464], [-2.23634, -1.25471, -0.63151], [-1.43570, -1.14341, 0.96796], [0.23301, -1.46211, -0.80390], [-0.41655, -0.02630, -1.67205], [2.58575, -0.34077, -0.69959], [2.36115, -0.18995, 1.17745], [2.49243, 1.34466, 0.20941], [-2.54512, 1.06606, 1.10530]], "lowdin_charge": [-0.324, -0.027, 0.008, 0.327, 0.119, -0.202, 0.206, 0.102, 0.123, 0.123, 0.166, 0.118, 0.101, 0.159]}


Energies relative to the most stable structure are A) 0.0; B) 12.6; C) 24.1, reported in kcal/mol.


A) {"formula": "C3H6O5", "method": "ωB97M-V with the def2-TZVPD basis set", "molar_mass_g_mol": 122.1, "total_charge": 0, "smiles": "O=COCOC=O.O", "orbital_gap_ev": 11.25, "homo_ev": -10.6, "species": ["O", "H", "H", "O", "O", "O", "O", "C", "C", "C", "H", "H", "H", "H"], "coordinates": [[3.17438, 0.05220, 0.93426], [2.19269, 0.04077, 1.00073], [3.45524, -0.83344, 1.25832], [-0.07345, -1.39948, -2.09546], [0.44075, 0.29690, 1.37764], [-1.50112, -0.75581, -0.44289], [-1.22180, 1.40741, 0.31101], [-0.88459, -1.66658, -1.18795], [-0.38018, 1.21114, 1.28386], [-1.22915, 0.59444, -0.83214], [-1.12478, -2.65178, -0.74147], [-0.52496, 2.03836, 2.00664], [-0.27471, 0.85854, -1.32686], [-2.04828, 0.80729, -1.54571]], "lowdin_charge": [-0.098, -0.015, 0.046, 0.046, 0.051, 0.017, 0.039, -0.293, -0.288, -0.141, 0.156, 0.162, 0.158, 0.161]}


B) {"formula": "C3H6O5", "method": "ωB97M-V with the def2-TZVPD basis set", "molar_mass_g_mol": 122.1, "total_charge": 0, "smiles": "O=C(O)OCC(O)O", "orbital_gap_ev": 10.45, "homo_ev": -10.3, "species": ["O", "C", "C", "O", "C", "O", "O", "H", "H", "H", "H", "H", "O", "H"], "coordinates": [[-2.25013, -0.34750, -0.48308], [-0.94004, 0.10212, -0.29626], [-0.34770, -0.53367, 0.97364], [0.95989, -0.02110, 1.22939], [1.81182, 0.32604, 0.25627], [3.02051, 0.37435, 0.47215], [1.54945, 1.51672, -0.30899], [-2.40634, -0.59480, -1.40106], [-1.07400, 1.17175, -0.09006], [0.46177, 1.53189, -0.46438], [-0.28108, -1.62928, 0.86033], [-0.97418, -0.26468, 1.82990], [0.04685, -0.39595, -1.43042], [0.42317, -1.23590, -1.14742]], "lowdin_charge": [0.020, -0.318, -0.093, 0.036, -0.606, 0.123, 0.057, 0.114, 0.156, 0.156, 0.146, 0.147, -0.025, 0.087]}


Energies relative to the most stable structure are A) 0.0; B) 55.8, reported in kcal/mol.


A) {"formula": "C3H7N2OS", "method": "ωB97M-V with the def2-TZVPD basis set", "molar_mass_g_mol": 119.2, "total_charge": 1, "orbital_gap_ev": [6.84, 6.84], "homo_ev": [-12.9, -12.9], "species": ["C", "C", "C", "N", "N", "O", "S", "H", "H", "H", "H", "H", "H", "H"], "coordinates": [[1.71590, -0.12059, -1.42320], [1.98103, -0.68753, 0.94977], [-1.45377, 0.29645, 1.75841], [1.93432, -0.69767, -0.26453], [1.69398, -0.86142, 2.09005], [-0.46736, 0.60746, -0.84031], [-1.09635, -0.64503, 0.29442], [1.25033, -0.66839, -2.22419], [2.24739, 0.85862, -1.66395], [-1.25366, -0.59920, 2.43727], [-2.39251, 0.76682, 1.97323], [-0.64613, 1.03689, 1.79882], [2.06349, -0.62336, 2.94480], [-0.42368, 0.38508, -1.81510]], "lowdin_charge": [0.147, -0.195, -0.384, 0.105, 0.305, -0.452, 0.898, 0.111, 0.157, 0.061, 0.044, 0.043, 0.094, 0.066]}


B) {"formula": "C3H7N2OS", "method": "ωB97M-V with the def2-TZVPD basis set", "molar_mass_g_mol": 119.2, "total_charge": 1, "orbital_gap_ev": 8.88, "homo_ev": -12.4, "species": ["C", "C", "C", "N", "N", "O", "S", "H", "H", "H", "H", "H", "H", "H"], "coordinates": [[-1.14721, -0.83010, -1.21779], [-1.53202, -0.45950, 0.97763], [0.57610, 0.05983, 0.05629], [-1.89542, -0.94158, -0.28283], [1.11195, 1.43055, -0.41837], [-0.21178, 0.22596, 1.00607], [2.06850, -0.96834, -0.17277], [-1.16439, -0.87180, -2.34199], [-2.35087, 0.23640, 1.25593], [-1.43183, -1.21877, 1.77267], [2.03481, 1.50424, 0.06133], [0.58357, 2.17839, 0.05132], [1.25040, 1.65277, -1.43097], [2.10818, -1.99804, 0.68348]], "lowdin_charge": [0.105, -0.136, -0.751, 0.045, 0.161, -0.052, 0.823, 0.123, 0.154, 0.152, 0.134, 0.171, 0.183, -0.111]}


Energies relative to the most stable structure are A) 4.4; B) 0.0, reported in kcal/mol.


A) {"formula": "C6H25NO6", "method": "ωB97M-V with the def2-TZVPD basis set", "molar_mass_g_mol": 207.3, "total_charge": 0, "smiles": "CCN[C@@H](C)[C@@H](C)O.O.O.O.O.O", "orbital_gap_ev": 9.58, "homo_ev": -9.2, "species": ["C", "N", "C", "C", "C", "O", "C", "C", "H", "H", "H", "H", "H", "H", "H", "H", "H", "H", "H", "H", "H", "H", "H", "H", "H", "O", "H", "H", "O", "H", "H", "O", "H", "H", "O", "H", "H", "O"], "coordinates": [[-0.34064, -0.55738, 2.01958], [-0.20488, -0.09712, 0.58284], [-0.89814, 1.18080, 0.12803], [-0.24866, 1.57491, -1.35133], [-1.18995, 1.68632, -2.52564], [0.36027, 2.79289, -1.06471], [-0.70832, 2.23320, 1.15660], [-0.00624, -2.06185, 2.08733], [0.36378, -0.00700, 2.65937], [-1.37538, -0.28966, 2.26076], [0.76034, 0.08370, 0.25969], [-1.92563, 0.91623, -0.06418], [0.61668, 0.95740, -1.61506], [-0.71494, 1.55398, -3.50377], [-1.73308, 2.62853, -2.56108], [-1.98505, 0.86921, -2.40887], [0.53980, 3.30821, -1.86438], [-0.53096, 3.17569, 0.61633], [0.07103, 2.04331, 1.88490], [-1.64715, 2.40197, 1.71478], [-0.89670, -2.65160, 1.92737], [0.78182, -2.43706, 1.31373], [0.23029, -2.41469, 3.10959], [-3.85421, -1.67337, 1.23142], [-3.37341, -0.73319, 0.19208], [-3.95697, -1.48752, 0.27060], [3.01530, -1.36891, -0.59201], [3.01614, -1.56892, 0.89420], [2.98899, -0.84436, 0.22788], [3.82132, 0.43978, 1.63540], [2.83353, 1.26090, 0.77127], [3.67906, 1.35556, 1.35038], [-1.80714, -2.44076, -2.06555], [-1.31310, -1.23270, -1.20259], [-1.03679, -1.94113, -1.81038], [0.53148, -2.02976, -0.51608], [0.72391, -2.81134, -1.73863], [1.19148, -2.57956, -0.93326]], "lowdin_charge": [-0.234, -0.067, -0.290, -0.369, -0.044, -0.087, -0.064, -0.090, 0.100, 0.108, 0.079, 0.100, 0.136, 0.083, 0.082, 0.095, 0.112, 0.083, 0.078, 0.089, 0.053, 0.082, 0.072, 0.056, -0.007, -0.058, 0.051, 0.070, -0.089, 0.006, 0.055, -0.121, 0.056, 0.024, -0.056, -0.034, 0.029, -0.091]}


B) {"formula": "C6H25NO6", "method": "ωB97M-V with the def2-TZVPD basis set", "molar_mass_g_mol": 207.3, "total_charge": 0, "smiles": "CCCC[C@H](N)CO.O.O.O.O.O", "orbital_gap_ev": 9.16, "homo_ev": -8.8, "species": ["C", "O", "C", "C", "C", "C", "C", "N", "H", "H", "H", "H", "H", "H", "H", "H", "H", "H", "H", "H", "H", "H", "H", "H", "H", "O", "H", "H", "O", "H", "H", "O", "H", "H", "O", "H", "H", "O"], "coordinates": [[1.69960, -1.22424, -1.43925], [2.78511, -1.36900, -2.37151], [0.79690, 0.00284, -1.93870], [-0.12307, 0.58534, -0.67336], [0.59949, 0.50582, 0.68409], [0.32691, 1.78222, 1.38310], [-1.13968, 2.14755, 1.47014], [-0.05288, -0.40584, -3.03162], [2.19111, -1.02417, -0.51184], [1.03918, -2.02645, -1.51335], [2.50300, -1.21355, -3.25265], [1.47399, 0.93063, -2.19893], [-1.16567, 0.03430, -0.57228], [-0.48624, 1.72259, -0.86224], [0.46295, -0.50423, 1.07125], [1.74266, 0.44812, 0.59163], [0.89720, 2.03115, 2.35262], [0.70550, 2.68955, 0.86018], [-1.04191, 2.96032, 2.17782], [-1.70562, 1.35542, 1.90708], [-1.65915, 2.45889, 0.41874], [-0.37328, 0.42597, -3.64704], [-0.85810, -0.91904, -2.66690], [2.08638, 4.07737, 0.10518], [2.01064, 3.95188, -1.40902], [2.67875, 3.79281, -0.69774], [1.46856, -0.11176, 3.61852], [0.34487, -1.21406, 3.88463], [0.71768, -0.54327, 3.33708], [-1.72790, -2.24818, 1.79451], [-0.68889, -1.20202, 2.39729], [-1.58508, -1.53419, 2.27501], [-3.56317, 0.05202, -0.45993], [-2.43348, -0.42844, 0.35593], [-2.86641, -0.59049, -0.56627], [-2.53782, -3.23539, -0.48565], [-3.08161, -2.23264, 0.27556], [-2.75429, -3.09769, 0.53269]], "lowdin_charge": [-0.187, -0.071, -0.342, -0.147, -0.270, -0.316, -0.126, 0.001, 0.090, 0.092, 0.049, 0.163, 0.081, 0.123, 0.081, 0.126, 0.129, 0.082, 0.066, 0.049, 0.120, 0.117, 0.063, 0.074, 0.042, -0.119, 0.026, 0.053, -0.004, -0.086, -0.008, 0.002, 0.063, 0.080, -0.095, 0.123, -0.023, -0.101]}


Energies relative to the most stable structure are A) 0.0; B) 47.8, reported in kcal/mol.